The following is a quantum chemistry calculation of C71H70Cl3CsN7O2S4Se2Si as an isolated structure at a distorted geometry, from OMol25.

Computed properties:
Gap between HOMO and LUMO = 0.2145 Ha
HOMO = -4.396 eV
Energy relative to the best compared isomer or geometry (same formula, charge and spin) = 29.8 kcal/mol
Electronic energy = -11366.957957 a.u.
E_LUMO = 1.44 eV
Net charge = -1

Cartesian coordinates (Å):
Cs 0.50646 0.61528 1.80160
C -3.07714 3.02914 6.21449
N -2.99851 1.59526 6.09152
C -3.21000 0.68508 7.10652
C -2.85181 -0.52326 6.65266
N -2.40303 -0.37145 5.34487
C -2.49527 0.95898 4.98396
S -2.17706 1.68886 3.53541
C -1.70424 -1.37971 4.63525
C -1.07083 -2.39838 5.34425
C -0.35059 -3.33867 4.63044
C -0.27283 -3.22779 3.25128
C -0.94501 -2.17875 2.64812
N -1.66225 -1.28243 3.31943
H -3.91021 3.29713 6.86341
H -3.21595 3.44036 5.21776
H -2.14636 3.42784 6.62463
H -3.59759 0.97763 8.06595
H -2.91573 -1.48346 7.12864
H -1.09889 -2.43605 6.42334
H 0.17127 -4.13137 5.15064
H 0.29275 -3.92312 2.64537
H -0.87851 -2.05958 1.57286
Cl 2.44886 -3.42328 8.08033
C 2.12162 -2.18549 6.89704
C 2.59863 -2.32642 5.60318
C 2.31948 -1.35187 4.66758
Cl 2.89653 -1.53241 3.04796
C 1.55345 -0.18212 4.94821
O 1.29725 0.70710 4.07938
C 1.13065 -0.10572 6.30661
Cl 0.25354 1.31462 6.77187
C 1.39194 -1.06815 7.26154
H 3.18901 -3.18692 5.31826
H 1.03546 -0.93778 8.27417
C 5.07702 3.42741 4.64754
Se 3.44719 2.33700 4.41525
C 3.65098 2.00800 2.49335
C 4.95508 1.30708 2.16573
Se 4.94367 0.23974 0.51366
C 4.30031 1.56033 -0.76036
H 5.02511 4.33173 4.04223
H 5.96081 2.84956 4.38506
H 5.11931 3.69563 5.70110
H 3.56490 2.96895 1.98619
H 2.77633 1.39682 2.25311
H 5.19094 0.57067 2.93396
H 5.77829 2.01663 2.08839
H 5.03923 2.34872 -0.89714
H 3.34895 1.96063 -0.42094
H 4.14548 1.03414 -1.70097
N -0.58669 0.29746 -0.44372
S -1.82345 0.11299 -1.16209
N -1.97320 1.01244 -2.62349
S -1.83484 2.53845 -2.52294
N -1.02930 3.26166 -1.43240
S 0.61424 3.19300 -1.04344
N 1.11651 2.50824 0.12129
C 0.84707 4.99468 -0.93910
C 0.16726 5.92559 -1.70857
C 0.35331 7.27886 -1.46868
C 1.21378 7.69582 -0.46203
C 1.88447 6.75805 0.31183
C 1.69740 5.40553 0.07281
C 1.29170 2.69838 -2.64327
C 1.72385 3.60400 -3.60047
C 2.24264 3.12871 -4.79621
C 2.32280 1.76103 -5.01981
C 1.90094 0.86393 -4.04791
C 1.38055 1.32847 -2.84982
C -1.46096 2.98537 -4.22581
C -1.15169 1.99212 -5.13913
C -0.92918 2.33607 -6.46309
C -1.01428 3.66035 -6.86475
C -1.34820 4.64571 -5.94379
C -1.58811 4.30915 -4.62377
C -3.41608 3.38461 -2.42812
C -4.42204 2.93448 -3.26995
C -5.63735 3.59601 -3.28343
C -5.83572 4.69666 -2.45939
C -4.82225 5.13466 -1.61979
C -3.60105 4.47866 -1.59944
C -2.35147 -1.48508 -1.78244
C -2.53937 -1.73967 -3.13063
C -2.95947 -3.00133 -3.52477
C -3.17531 -3.98804 -2.57421
C -3.00610 -3.71040 -1.22475
C -2.59374 -2.45292 -0.82209
C -3.37119 0.69874 -0.42123
C -3.31350 1.70034 0.52784
C -4.49649 2.23867 1.01280
C -5.71594 1.78569 0.53857
C -5.76310 0.79171 -0.43011
C -4.58817 0.24816 -0.91917
H -0.50721 5.58946 -2.48193
H -0.18486 8.00971 -2.05978
H 1.35041 8.75278 -0.27159
H 2.53885 7.07987 1.11107
H 2.18105 4.64400 0.67398
H 1.67092 4.66862 -3.41508
H 2.58871 3.82867 -5.54621
H 2.71221 1.39182 -5.96094
H 1.98531 -0.20248 -4.21072
H 1.04011 0.65164 -2.07085
H -1.09689 0.96853 -4.79803
H -0.69126 1.56305 -7.18226
H -0.84272 3.92573 -7.89992
H -1.44009 5.67629 -6.26120
H -1.90288 5.06000 -3.90953
H -4.23664 2.07023 -3.89725
H -6.43008 3.25550 -3.93652
H -6.78783 5.21172 -2.47016
H -4.98488 5.98810 -0.97432
H -2.79006 4.79016 -0.95455
H -2.35941 -0.95210 -3.84933
H -3.11048 -3.21634 -4.57504
H -3.46511 -4.98465 -2.88266
H -3.18559 -4.47855 -0.48613
H -2.46445 -2.21114 0.22463
H -2.35814 2.06472 0.87894
H -4.45297 3.00708 1.77371
H -6.63807 2.20740 0.91972
H -6.71609 0.43530 -0.80162
H -4.60587 -0.51552 -1.68506
C 0.66860 -3.31637 -3.54243
C 1.88780 -3.69207 -2.70567
C 2.70450 -4.75964 -3.43398
C 2.75399 -2.43704 -2.54716
Si 1.29476 -4.15890 -0.90759
O 0.45796 -3.03146 -0.23591
C 2.97147 -4.60961 -0.08892
C 3.71177 -3.59219 0.51666
C 4.97844 -3.81814 1.03781
C 5.54799 -5.08130 0.95590
C 4.83044 -6.11165 0.36482
C 3.55817 -5.87559 -0.13975
C 0.29776 -5.80078 -0.94340
C -0.85135 -5.80307 -0.14808
C -1.68597 -6.90810 -0.05484
C -1.38352 -8.06429 -0.76227
C -0.24321 -8.09535 -1.55169
C 0.58115 -6.97930 -1.63711
H 0.96418 -2.93476 -4.53223
H 0.10135 -2.54178 -3.02481
H 0.00748 -4.17602 -3.69041
H 3.08914 -4.36344 -4.38425
H 2.09673 -5.63714 -3.66713
H 3.55833 -5.07735 -2.83145
H 3.01202 -2.02248 -3.53247
H 3.68655 -2.66043 -2.02645
H 2.21713 -1.67864 -1.96737
H 3.28294 -2.59719 0.57648
H 5.52164 -3.00471 1.50420
H 6.54055 -5.26633 1.34998
H 5.26767 -7.10210 0.29494
H 3.01240 -6.70254 -0.58173
H -1.07819 -4.89876 0.40801
H -2.57313 -6.87280 0.56904
H -2.02891 -8.93302 -0.70068
H 0.00284 -8.99412 -2.10680
H 1.46562 -7.04428 -2.26059